[1]
Formula: C24H43IO8P
Source: the Open Molecules 2025 dataset
Level of theory: ωB97M-V/def2-TZVPD

Computed properties:
Energy (eV): -59351.351
LUMO energy (eV): 2.25
Total charge: -1
Gap between HOMO and LUMO (eV): 6.0
Molecular weight (g mol⁻¹): 617.48
HOMO level (eV): -3.707

Each line ends with the Mulliken charge.
Atoms and positions in Å:
C (3.627, -1.103, 0.943)  -0.647
C (2.662, -0.747, 0.076)  -0.293
C (2.458, 0.693, -0.297)  0.816
O (2.974, 1.336, -1.171)  -0.594
O (1.540, 1.221, 0.558)  -0.374
C (0.208, 1.247, -0.045)  1.078
C (-0.795, 1.716, 0.993)  -0.494
C (-1.639, 2.920, 0.583)  -0.609
C (-2.910, 2.587, -0.222)  -0.815
C (-2.791, 1.534, -1.347)  -0.696
C (-2.949, 0.050, -0.975)  0.172
P (-4.544, -0.425, -0.028)  -0.363
C (-3.957, -2.301, 0.036)  -1.270
C (-3.610, -2.692, 1.441)  -0.383
C (-2.152, -2.413, 1.803)  -0.764
I (-3.894, -4.899, 1.701)  -0.206
H (4.612, -0.657, 0.815)  0.297
H (3.396, -1.650, 1.850)  0.216
H (2.012, -1.465, -0.421)  0.338
H (0.249, 1.950, -0.882)  0.269
H (-0.019, 0.253, -0.415)  -0.698
H (-0.199, 1.993, 1.869)  0.688
H (-1.437, 0.898, 1.322)  -0.282
H (-1.014, 3.664, 0.075)  0.108
H (-1.962, 3.399, 1.513)  0.385
H (-3.224, 3.520, -0.704)  0.373
H (-3.702, 2.329, 0.480)  0.366
H (-3.525, 1.756, -2.128)  0.514
H (-1.807, 1.674, -1.822)  -0.061
H (-2.981, -0.526, -1.909)  0.532
H (-2.098, -0.335, -0.418)  -0.901
H (-5.258, -0.730, -1.304)  -0.007
H (-5.742, -0.848, 0.736)  0.217
H (-3.856, -0.135, 1.279)  -0.054
H (-5.093, 0.936, -0.093)  0.080
H (-3.084, -2.488, -0.599)  0.439
H (-4.768, -2.907, -0.368)  0.548
H (-4.291, -2.237, 2.160)  0.547
H (-1.779, -3.095, 2.567)  0.474
H (-2.079, -1.397, 2.200)  0.059
H (-1.519, -2.515, 0.921)  0.170
O (2.119, 7.774, -2.110)  -0.612
C (2.394, 6.771, -1.515)  0.461
O (1.490, 5.798, -1.275)  -0.318
C (2.068, 4.764, -0.452)  0.278
C (3.569, 4.891, -0.657)  -0.544
C (3.732, 6.388, -0.901)  -0.374
H (1.770, 4.943, 0.583)  0.155
H (1.683, 3.798, -0.766)  -0.297
H (4.146, 4.507, 0.181)  0.376
H (3.863, 4.336, -1.548)  0.277
H (3.854, 6.950, 0.027)  0.235
H (4.542, 6.637, -1.582)  0.303
O (4.050, -2.319, 3.989)  -0.601
C (3.348, -3.283, 4.088)  0.603
O (2.371, -3.546, 3.192)  -0.305
C (1.601, -4.690, 3.596)  -0.427
C (2.519, -5.468, 4.534)  -0.444
C (3.339, -4.347, 5.171)  -0.558
H (0.697, -4.336, 4.095)  0.222
H (1.313, -5.243, 2.706)  0.307
H (1.974, -6.086, 5.244)  0.318
H (3.176, -6.118, 3.953)  0.279
H (2.853, -3.929, 6.054)  0.269
H (4.356, -4.636, 5.423)  0.307
O (-0.405, -1.440, -1.814)  -0.390
C (-0.231, -1.384, -2.993)  0.277
O (0.331, -2.400, -3.700)  -0.416
C (0.509, -2.010, -5.069)  -0.502
C (-0.487, -0.878, -5.299)  -0.704
C (-0.543, -0.227, -3.920)  0.086
H (1.543, -1.681, -5.202)  0.260
H (0.333, -2.879, -5.699)  0.343
H (-0.192, -0.206, -6.102)  0.362
H (-1.466, -1.293, -5.547)  0.293
H (0.230, 0.533, -3.786)  0.218
H (-1.512, 0.196, -3.671)  0.087

***

[2]
Formula: C24H43N5O4
Source: the Open Molecules 2025 dataset
Level of theory: ωB97M-V/def2-TZVPD

Computed properties:
Energy (eV): -41222.803
LUMO energy (eV): -1.70
Total charge: 0
Gap between HOMO and LUMO (eV): 4.3
Molecular weight (g mol⁻¹): 465.64
HOMO level (eV): -6.041

Each line ends with the Mulliken charge.
Atoms and positions in Å:
C (-3.192, 1.118, -2.603)  -1.349
C (-2.563, -0.225, -2.197)  -0.227
C (-1.814, -0.172, -0.866)  -0.388
N (-0.754, -1.193, -0.843)  -0.426
N (-0.161, -1.332, 0.422)  -0.153
C (1.005, -0.680, 0.705)  0.439
C (1.749, 0.007, -0.399)  -1.526
C (1.174, 1.346, -0.883)  -1.454
N (0.687, 1.327, -2.254)  0.811
C (0.062, 2.629, -2.559)  -0.394
C (0.930, 3.881, -2.433)  -0.953
C (1.707, 0.954, -3.196)  0.569
C (1.363, -0.198, -4.096)  -1.229
O (2.765, 1.490, -3.242)  -0.493
C (1.490, -0.707, 2.032)  0.909
C (2.725, 0.034, 2.482)  -1.329
C (2.424, 1.513, 2.813)  -0.451
N (3.457, 2.450, 2.354)  -0.720
C (0.736, -1.412, 2.984)  -0.667
C (-0.408, -2.164, 2.645)  0.678
C (-1.113, -2.927, 3.739)  -1.936
C (-0.553, -4.317, 4.103)  0.687
C (0.626, -4.798, 3.282)  -1.271
O (-1.668, -5.198, 3.993)  -0.552
C (-0.829, -2.142, 1.304)  0.280
C (-1.951, -3.001, 0.799)  -1.156
C (-1.524, -4.047, -0.228)  0.580
C (-2.295, -4.129, -1.512)  -1.307
N (-0.580, -4.817, 0.099)  -0.511
H (-4.270, 1.032, -2.709)  0.371
H (-3.016, 1.886, -1.850)  0.397
H (-2.774, 1.493, -3.534)  0.222
H (-1.881, -0.587, -2.969)  0.179
H (-3.359, -0.967, -2.126)  0.406
H (-2.502, -0.375, -0.048)  0.616
H (-1.431, 0.837, -0.703)  -0.149
H (-0.038, -0.983, -1.527)  0.343
H (2.752, 0.194, -0.032)  0.175
H (1.876, -0.698, -1.224)  0.726
H (0.348, 1.650, -0.237)  0.688
H (1.947, 2.105, -0.745)  0.394
H (-0.778, 2.729, -1.870)  0.105
H (-0.381, 2.574, -3.555)  0.564
H (1.880, 3.694, -1.940)  0.317
H (0.352, 4.630, -1.905)  0.042
H (1.180, 4.289, -3.413)  0.365
H (1.784, -1.099, -3.639)  0.250
H (1.820, -0.070, -5.072)  0.429
H (0.287, -0.334, -4.171)  0.226
H (3.525, -0.030, 1.747)  0.629
H (3.096, -0.482, 3.367)  0.553
H (2.308, 1.605, 3.894)  0.406
H (1.452, 1.780, 2.388)  0.293
H (4.083, 1.996, 1.700)  0.278
H (3.036, 3.209, 1.831)  0.318
H (1.064, -1.415, 4.016)  0.572
H (-2.175, -3.027, 3.530)  0.526
H (-1.046, -2.303, 4.631)  0.495
H (-0.230, -4.274, 5.149)  0.284
H (0.395, -4.807, 2.217)  0.221
H (1.516, -4.188, 3.444)  0.283
H (0.881, -5.818, 3.576)  0.520
H (-1.341, -6.102, 3.996)  0.341
H (-2.780, -2.425, 0.396)  0.437
H (-2.341, -3.558, 1.649)  0.490
H (-2.012, -3.314, -2.171)  0.180
H (-3.366, -4.049, -1.317)  0.323
H (-2.119, -5.087, -1.996)  0.447
H (-0.399, -5.499, -0.635)  0.244
C (0.116, 8.103, -0.783)  -0.974
C (-0.451, 6.696, -0.496)  0.700
O (-1.220, 6.205, -1.358)  -0.756
O (-0.070, 6.159, 0.570)  -0.739
H (-0.255, 8.495, -1.730)  0.302
H (-0.165, 8.783, 0.023)  0.278
H (1.207, 8.058, -0.813)  0.221

***

[3]
Formula: C24H44BN5O3PRuSe
Source: the Open Molecules 2025 dataset
Level of theory: ωB97M-V/def2-TZVPD

Computed properties:
Energy (eV): -117071.150
LUMO energy (spin up / spin down) (eV): -6.27 / -8.07
Energy above the lowest of the compared OMol25 structures with the same formula, charge and spin (kcal per mole): 24.9
Total charge: +2
<S²>: 8.804
2S+1: 6
Gap between HOMO and LUMO (spin up / spin down) (eV): 6.7 / 5.9
Molecular weight (g mol⁻¹): 672.46
HOMO level (spin up / spin down) (eV): -12.945 / -13.976

Each line ends with the Mulliken spin population.
Atoms and positions in Å:
Ru (-0.809, 0.484, 0.415)  2.481
C (0.092, 1.008, 5.203)  0.002
N (0.864, 0.116, 4.329)  0.007
C (2.059, -0.480, 4.926)  0.000
C (0.534, -0.021, 3.064)  -0.006
O (-0.459, 0.552, 2.559)  0.122
C (1.387, -0.901, 2.157)  -0.009
O (0.848, -0.905, 0.821)  -0.046
C (0.442, -2.209, 0.295)  -0.055
C (-0.965, -2.434, 0.865)  -0.049
O (-1.655, -1.383, 0.971)  0.126
N (-1.439, -3.627, 1.116)  0.026
C (-2.828, -3.795, 1.566)  0.005
C (-0.647, -4.858, 0.992)  -0.002
H (-0.125, 0.481, 6.130)  0.001
H (0.682, 1.897, 5.426)  0.000
H (-0.833, 1.292, 4.714)  -0.002
H (1.803, -0.848, 5.917)  0.000
H (2.428, -1.318, 4.342)  0.000
H (2.846, 0.269, 5.021)  0.001
H (2.405, -0.514, 2.100)  0.007
H (1.428, -1.926, 2.530)  -0.001
H (-0.399, -1.443, -1.375)  0.059
H (1.186, -2.957, 0.560)  -0.003
H (-3.260, -2.828, 1.798)  0.003
H (-3.401, -4.279, 0.776)  0.001
H (-2.829, -4.428, 2.452)  0.001
H (0.047, -4.802, 0.157)  0.005
H (-0.122, -5.076, 1.921)  0.000
H (-1.337, -5.672, 0.785)  0.000
C (0.106, 4.150, -2.775)  0.006
C (-0.603, 2.863, -2.321)  -0.015
C (-2.087, 3.131, -2.080)  0.004
P (0.344, 2.056, -0.962)  -0.019
C (1.048, 3.328, 0.150)  -0.023
C (-0.030, 4.204, 0.791)  0.013
C (1.946, 2.716, 1.225)  0.029
C (1.729, 1.113, -1.745)  0.009
C (2.979, 1.955, -2.032)  0.000
C (1.273, 0.407, -3.028)  0.029
H (-0.369, 4.493, -3.695)  -0.001
H (1.164, 4.019, -2.989)  -0.001
H (-0.001, 4.947, -2.040)  0.000
H (-0.531, 2.129, -3.128)  0.006
H (-2.261, 3.835, -1.267)  0.001
H (-2.647, 2.221, -1.876)  0.003
H (-2.495, 3.572, -2.989)  0.000
H (1.659, 3.937, -0.525)  0.000
H (-0.685, 3.625, 1.444)  0.001
H (-0.653, 4.718, 0.062)  -0.001
H (0.455, 4.964, 1.404)  0.001
H (1.345, 2.173, 1.955)  -0.017
H (2.452, 3.519, 1.761)  0.001
H (2.714, 2.051, 0.826)  0.000
H (1.988, 0.353, -1.003)  0.002
H (2.786, 2.723, -2.778)  0.000
H (3.747, 1.299, -2.445)  0.001
H (3.398, 2.431, -1.147)  -0.001
H (1.292, 1.098, -3.871)  0.002
H (0.268, -0.013, -2.974)  0.007
H (1.963, -0.407, -3.253)  0.000
Se (-2.651, -1.300, -2.211)  0.912
N (0.385, -2.031, -1.109)  0.047
C (0.449, -3.122, -2.013)  0.097
C (1.520, -4.001, -2.022)  -0.072
C (1.594, -5.002, -2.978)  0.136
C (0.619, -5.102, -3.969)  -0.063
C (-0.436, -4.217, -3.994)  0.118
C (-0.561, -3.228, -3.001)  0.062
N (-1.629, -2.390, -3.051)  0.848
H (2.315, -3.886, -1.294)  0.005
H (2.431, -5.687, -2.971)  0.005
H (0.694, -5.869, -4.727)  0.000
H (-1.199, -4.273, -4.758)  -0.008
B (-4.381, 3.157, 1.319)  0.007
C (-3.234, 2.255, 0.891)  0.161
N (-2.325, 1.613, 0.525)  -0.042
H (-3.951, 3.790, 2.255)  0.013
H (-5.321, 2.442, 1.558)  0.017
H (-4.551, 3.844, 0.328)  0.044